Entry 1:
# H2IOP

2 unconnected molecules or ions with the total composition H2IOP (ωB97M-V/def2-TZVPD, the Open Molecules 2025 dataset).

```
! RIJCOSX wB97M-V def2-TZVPD def2/J DEFGRID3
* xyz 0 3
O -0.223 1.050 -0.671
P 0.205 0.368 0.738
I 2.267 -0.603 0.004
H -1.040 1.552 -0.662
H -1.208 -2.366 0.590
*
```

Summary:
HOMO (spin up / spin down)	-7.57 / -9.85	eV
ΔE to the lowest compared entry with this formula, charge and spin	142.9	kJ/mol
frontier orbital gap (spin up / spin down)	7.7426 / 8.8484	eV
E_LUMO (spin up / spin down)	0.2 / -1.0	eV

Entry 2:
# C2H10N3PdS

A molecular structure, C2H10N3PdS at a distorted geometry (ωB97M-V/def2-TZVPD, the Open Molecules 2025 dataset).

```
! RIJCOSX wB97M-V def2-TZVPD def2/J DEFGRID3
* xyz 1 5
C -2.173 0.878 -1.387
Pd 0.257 0.114 0.231
N 1.933 -0.004 1.428
N 1.277 -0.653 -1.637
H 1.887 -0.851 2.012
H -1.284 1.307 -0.903
H -3.094 1.414 -1.118
H -2.291 -0.184 -1.103
H -2.062 1.193 -2.511
H 1.664 -1.600 -1.520
H 2.051 -0.065 -1.976
H 0.628 -0.722 -2.432
H 2.834 -0.032 0.931
H 1.970 0.799 2.075
S -0.920 0.917 2.127
C -1.236 -0.719 2.703
N -1.441 -1.793 3.080
*
```

Summary:
HOMO (spin up / spin down)	-8.18 / -15.31	eV
ΔE to the lowest compared entry with this formula, charge and spin	71.9	kJ/mol
frontier orbital gap (spin up / spin down)	4.6829 / 7.3418	eV
E_LUMO (spin up / spin down)	-3.5 / -8.0	eV

Entry 3:
# AgCl

A molecular structure, AgCl (ωB97M-V/def2-TZVPD, the Open Molecules 2025 dataset).

```
! RIJCOSX wB97M-V def2-TZVPD def2/J DEFGRID3
* xyz -1 2
Ag 1.010 -0.507 -0.927
Cl -1.010 0.507 0.927
*
```

Summary:
HOMO (spin up / spin down)	-2.18 / -4.52	eV
frontier orbital gap (spin up / spin down)	7.0743 / 7.9540	eV
E_LUMO (spin up / spin down)	4.9 / 3.4	eV

Entry 4:
# C3H5OP

C3H5OP in the gas phase at a distorted geometry (ωB97M-V/def2-TZVPD, the Open Molecules 2025 dataset).

```
! RIJCOSX wB97M-V def2-TZVPD def2/J DEFGRID3
* xyz 0 1
C 2.148 0.281 0.094
C 0.753 0.193 0.515
C -0.421 0.162 0.503
O -1.839 0.334 0.817
P -2.930 -0.602 0.068
H 2.118 1.229 -0.342
H 2.973 0.270 0.779
H 2.324 -0.368 -0.729
H -2.151 -1.636 -0.479
H -2.975 0.137 -1.227
*
```

Summary:
SMILES	CC#COP
HOMO	-9.44	eV
ΔE to the lowest compared entry with this formula, charge and spin	227.6	kJ/mol
frontier orbital gap	10.0876	eV
E_LUMO	0.6	eV

Entry 5:
# C15H22MnN5O6S2

A molecular structure, C15H22MnN5O6S2 at a distorted geometry (ωB97M-V/def2-TZVPD, the Open Molecules 2025 dataset).

```
! RIJCOSX wB97M-V def2-TZVPD def2/J DEFGRID3
* xyz 1 2
Mn -0.158 1.502 -0.041
C -0.180 -6.077 2.982
C -0.107 -4.599 2.706
C -0.883 -4.018 1.702
C -0.805 -2.665 1.433
C 0.065 -1.884 2.190
C 0.841 -2.431 3.210
C 0.743 -3.788 3.456
S 0.272 -0.212 1.823
O -1.031 0.464 1.520
O 1.098 0.374 2.832
N 0.889 -0.071 0.307
C 2.342 0.129 0.281
C 2.586 1.627 0.282
O 3.661 2.142 0.174
O 1.444 2.342 0.361
H -0.804 -6.590 2.253
H -0.593 -6.262 3.975
H 0.815 -6.523 2.958
H -1.561 -4.638 1.129
H -1.413 -2.222 0.654
H 1.495 -1.798 3.794
H 1.338 -4.229 4.247
H 2.769 -0.312 -0.616
H 2.838 -0.300 1.152
C -3.879 -0.448 -1.776
C -2.749 0.395 -1.303
N -1.531 0.020 -1.216
O -1.273 -1.275 -1.558
C -2.907 1.821 -0.849
C -4.134 2.654 -0.935
N -1.798 2.215 -0.390
O -1.204 3.221 0.123
H -3.549 -1.104 -2.579
H -4.710 0.163 -2.122
H -4.236 -1.080 -0.958
H -0.303 -1.325 -1.506
H -4.950 2.172 -0.394
H -4.439 2.773 -1.976
H -3.954 3.635 -0.505
C 4.079 3.350 -2.861
N 2.843 2.575 -2.889
C 1.716 2.947 -2.306
N 1.643 4.147 -1.750
S 0.332 1.894 -2.371
H 4.880 2.729 -3.251
H 4.327 3.617 -1.833
H 3.995 4.243 -3.482
H 2.833 1.668 -3.324
H 2.475 4.685 -1.566
H 0.832 4.350 -1.186
*
```

Summary:
HOMO (spin up / spin down)	-12.20 / -12.14	eV
ΔE to the lowest compared entry with this formula, charge and spin	0.0	kJ/mol
frontier orbital gap (spin up / spin down)	7.5975 / 8.2338	eV
E_LUMO (spin up / spin down)	-4.6 / -3.9	eV

Entry 6:
# C3H2O2S

2 unconnected molecules or ions with the total composition C3H2O2S at a distorted geometry (ωB97M-V/def2-TZVPD, the Open Molecules 2025 dataset).

```
! RIJCOSX wB97M-V def2-TZVPD def2/J DEFGRID3
* xyz 0 3
C 0.500 0.673 -1.358
C -1.629 -0.347 1.703
C 1.338 -0.118 -0.820
O -0.098 1.556 -1.776
O -1.252 0.167 2.663
S -2.195 -0.740 0.329
H 1.773 0.034 0.151
H 1.563 -1.226 -0.892
*
```

Summary:
HOMO (spin up / spin down)	-5.76 / -10.88	eV
ΔE to the lowest compared entry with this formula, charge and spin	114.8	kJ/mol
frontier orbital gap (spin up / spin down)	6.2565 / 8.4762	eV
E_LUMO (spin up / spin down)	0.5 / -2.4	eV

Entry 7:
# C33H21AsCoF5N3O2S2Se

A molecular structure, C33H21AsCoF5N3O2S2Se (ωB97M-V/def2-TZVPD, the Open Molecules 2025 dataset).

```
! RIJCOSX wB97M-V def2-TZVPD def2/J DEFGRID3
* xyz -2 2
Co 0.831 -0.645 -0.557
N 3.215 -0.012 -4.561
C 2.716 -0.107 -3.262
S 3.077 -1.614 -2.459
N 2.050 0.917 -2.865
N 1.504 0.924 -1.575
C 1.217 2.125 -1.216
C 0.764 2.566 0.077
C 0.571 3.942 0.273
C 0.228 4.461 1.499
C 0.090 3.574 2.585
C 0.269 2.226 2.432
C 0.599 1.661 1.162
O 0.726 0.398 1.047
H 3.993 -0.628 -4.728
H 3.363 0.943 -4.853
H 1.406 2.896 -1.964
H 0.720 4.606 -0.573
H 0.086 5.526 1.630
H -0.155 3.968 3.566
H 0.181 1.541 3.265
S 0.368 -2.555 0.704
C -1.294 -2.418 1.215
C -1.738 -3.248 2.268
C -3.040 -3.214 2.723
C -3.970 -2.340 2.158
C -3.559 -1.520 1.122
C -2.250 -1.559 0.643
As -1.683 -0.466 -0.846
C -3.003 0.982 -0.697
C -4.125 1.106 -1.509
C -4.984 2.191 -1.369
C -4.726 3.169 -0.420
C -3.599 3.062 0.385
C -2.743 1.979 0.244
C -2.458 -1.457 -2.336
C -2.889 -2.771 -2.202
C -3.293 -3.493 -3.318
C -3.270 -2.909 -4.576
C -2.831 -1.599 -4.718
C -2.418 -0.883 -3.604
H -1.016 -3.915 2.723
H -3.338 -3.871 3.533
H -4.989 -2.301 2.522
H -4.267 -0.833 0.671
H -4.341 0.345 -2.249
H -5.860 2.269 -2.004
H -5.398 4.012 -0.309
H -3.375 3.826 1.120
H -1.865 1.913 0.874
H -2.882 -3.237 -1.224
H -3.614 -4.522 -3.204
H -3.574 -3.478 -5.446
H -2.791 -1.142 -5.700
H -2.038 0.127 -3.724
O 0.457 -2.578 -2.696
C 1.006 -1.822 -2.000
F 8.574 -1.129 5.283
C 7.567 -0.831 4.432
C 7.781 -0.791 3.069
F 9.020 -1.045 2.593
C 6.743 -0.488 2.208
F 7.053 -0.460 0.902
C 5.438 -0.206 2.633
Se 4.024 0.200 1.456
C 5.276 -0.253 4.026
F 4.084 0.012 4.582
C 6.299 -0.555 4.904
F 6.081 -0.575 6.237
*
```

Summary:
HOMO (spin up / spin down)	-1.12 / -1.12	eV
ΔE to the lowest compared entry with this formula, charge and spin	120.5	kJ/mol
frontier orbital gap (spin up / spin down)	5.2928 / 5.2894	eV
E_LUMO (spin up / spin down)	4.2 / 4.2	eV

Entry 8:
# C4H8N2O2

2 unconnected molecules or ions with the total composition C4H8N2O2 at a distorted geometry (ωB97M-V/def2-TZVPD, the Open Molecules 2025 dataset).

```
! RIJCOSX wB97M-V def2-TZVPD def2/J DEFGRID3
* xyz 0 1
C 0.360 1.687 -0.208
C -0.285 0.419 -0.677
N -1.534 0.188 -0.597
O -2.081 -0.791 -1.110
O -2.418 1.053 0.173
H 1.455 1.588 -0.329
H -0.078 2.378 -0.822
H 0.057 1.783 0.819
H 0.128 -0.217 -1.449
H -1.925 1.387 0.925
C 1.346 -1.913 0.201
C 0.395 -1.048 0.986
N -0.147 -0.515 1.871
H 1.700 -1.109 -0.463
H 2.118 -2.121 1.029
H 0.908 -2.770 -0.349
*
```

Summary:
SMILES	C/C=[N+](/[O-])O.CC#N
HOMO (spin up / spin down)	-8.58 / -8.58	eV
ΔE to the lowest compared entry with this formula, charge and spin	623.0	kJ/mol
frontier orbital gap (spin up / spin down)	9.1794 / 9.1788	eV
E_LUMO (spin up / spin down)	0.6 / 0.6	eV

Entry 9:
# C31H25ClPTi

A molecular structure, C31H25ClPTi at a distorted geometry (ωB97M-V/def2-TZVPD, the Open Molecules 2025 dataset).

```
! RIJCOSX wB97M-V def2-TZVPD def2/J DEFGRID3
* xyz 0 2
C -0.786 -1.803 2.409
C -0.820 -2.117 1.015
C 0.542 -2.370 0.588
H -1.728 -2.216 0.426
C 1.405 -2.109 1.710
C 0.573 -1.772 2.829
H 0.927 -1.508 3.819
H -1.659 -1.623 3.036
H 0.844 -2.802 -0.362
H 2.487 -2.194 1.712
Ti 0.386 -0.173 1.164
Cl 2.450 0.720 1.049
P 0.036 -0.041 -1.347
C 1.157 -1.158 -2.305
C 0.744 -1.827 -3.471
H -0.308 -1.901 -3.743
C 1.687 -2.411 -4.319
H 1.348 -2.885 -5.245
C 3.041 -2.392 -3.984
H 3.784 -2.836 -4.650
C 3.452 -1.835 -2.766
H 4.502 -1.861 -2.462
C 2.515 -1.238 -1.926
H 2.835 -0.818 -0.971
C -1.543 -0.467 -2.219
C -2.077 -1.768 -2.099
H -1.519 -2.545 -1.571
C -3.299 -2.090 -2.690
H -3.769 -3.043 -2.444
C -3.881 -1.208 -3.613
H -4.800 -1.488 -4.129
C -3.281 0.034 -3.848
H -3.678 0.706 -4.615
C -2.179 0.436 -3.087
H -1.804 1.456 -3.192
C 0.479 1.564 -2.115
C 1.185 1.613 -3.327
H 1.667 0.721 -3.733
C 1.275 2.810 -4.039
H 1.778 2.825 -5.008
C 0.723 3.982 -3.510
H 0.777 4.918 -4.070
C 0.126 3.963 -2.242
H -0.270 4.884 -1.806
C 0.034 2.770 -1.526
H -0.381 2.761 -0.515
C -0.276 1.014 2.709
C -0.250 1.039 3.957
C -0.293 1.245 5.352
C -1.008 2.356 5.855
C -1.161 2.511 7.228
C -0.561 1.601 8.111
C 0.225 0.544 7.620
C 0.391 0.379 6.248
H -1.407 3.081 5.136
H -1.733 3.353 7.616
H -0.687 1.748 9.182
H 0.722 -0.139 8.310
H 1.062 -0.396 5.867
*
```

Summary:
HOMO (spin up / spin down)	-7.22 / -7.82	eV
frontier orbital gap (spin up / spin down)	7.5360 / 7.8686	eV
E_LUMO (spin up / spin down)	0.3 / 0.1	eV

Entry 10:
# C20H30CdN7S

A molecular structure, C20H30CdN7S (ωB97M-V/def2-TZVPD, the Open Molecules 2025 dataset).

```
! RIJCOSX wB97M-V def2-TZVPD def2/J DEFGRID3
* xyz 1 1
Cd -0.214 -0.064 0.158
C -0.666 0.468 -2.862
N 0.464 -0.156 -2.136
C 0.749 -1.470 -2.719
C 1.603 0.748 -2.108
C 2.717 0.565 -2.914
C 3.777 1.460 -2.861
C 3.724 2.539 -1.992
C 2.618 2.716 -1.173
C 1.537 1.835 -1.215
N 0.446 1.915 -0.341
C -0.472 2.934 -0.400
C -0.275 4.139 -1.098
C -1.238 5.132 -1.112
C -2.440 4.973 -0.436
C -2.670 3.779 0.228
C -1.724 2.765 0.233
N -2.006 1.497 0.893
C -3.328 0.955 0.562
C -1.843 1.610 2.345
H -0.404 0.620 -3.913
H -0.910 1.431 -2.420
H -1.537 -0.188 -2.809
H 0.925 -1.408 -3.797
H -0.111 -2.120 -2.556
H 1.622 -1.903 -2.238
H 2.772 -0.270 -3.598
H 4.638 1.309 -3.498
H 4.548 3.238 -1.942
H 2.583 3.538 -0.468
H 0.649 4.291 -1.638
H -1.043 6.046 -1.659
H -3.187 5.755 -0.435
H -3.613 3.631 0.742
H -4.146 1.566 0.955
H -3.424 -0.044 0.991
H -3.436 0.894 -0.520
H -2.595 2.274 2.787
H -0.860 2.029 2.563
H -1.940 0.626 2.810
N 1.247 -0.178 2.129
N 0.822 -1.150 3.027
C -0.191 -2.000 2.784
N -0.418 -2.898 3.750
S -1.192 -2.026 1.413
H 2.144 -0.434 1.728
H 1.269 0.738 2.560
H 1.386 -1.311 3.849
H 0.073 -2.890 4.629
H -1.196 -3.526 3.648
C 1.621 -5.693 0.707
C 2.604 -4.815 -0.078
C 2.354 -3.391 0.144
N 2.128 -2.281 0.331
H 1.824 -6.741 0.502
H 0.594 -5.476 0.417
H 1.724 -5.528 1.779
H 2.520 -5.010 -1.147
H 3.634 -5.029 0.208
*
```

Summary:
HOMO	-9.19	eV
frontier orbital gap	6.7402	eV
E_LUMO	-2.4	eV

Entry 11:
# C3H4O2S3

C3H4O2S3 in the gas phase at a distorted geometry (ωB97M-V/def2-TZVPD, the Open Molecules 2025 dataset).

```
! RIJCOSX wB97M-V def2-TZVPD def2/J DEFGRID3
* xyz 0 1
O -1.080 1.983 -0.339
C -1.245 0.785 -0.194
S -2.584 -0.120 -0.858
C -0.198 0.009 0.593
O -0.677 -1.209 1.085
C 1.144 -0.036 -0.153
S 1.745 -1.420 -0.837
S 2.002 1.444 -0.230
H -2.054 -1.186 -0.195
H -0.072 0.705 1.396
H -0.110 -1.870 0.584
H 3.128 0.915 -0.852
*
```

Summary:
SMILES	O=C(S)[C@@H](O)C(=S)S
HOMO	-9.64	eV
ΔE to the lowest compared entry with this formula, charge and spin	28.6	kJ/mol
frontier orbital gap	8.6510	eV
E_LUMO	-1.0	eV

Entry 12:
# C4H24N2O8

8 unconnected molecules or ions with the total composition C4H24N2O8 at a distorted geometry (ωB97M-V/def2-TZVPD, the Open Molecules 2025 dataset).

```
! RIJCOSX wB97M-V def2-TZVPD def2/J DEFGRID3
* xyz 0 1
C 0.810 2.643 1.239
N -0.630 2.652 1.004
C -1.152 1.411 0.413
C -0.755 0.147 1.156
C -0.665 1.339 -1.027
N -0.870 2.424 -1.793
O -0.041 0.386 -1.522
H 1.343 2.338 0.340
H 1.145 3.667 1.464
H 1.138 1.967 2.047
H -1.135 2.869 1.854
H -2.233 1.469 0.367
H 0.326 -0.003 1.159
H -1.199 -0.732 0.677
H -1.097 0.136 2.207
H -0.652 2.433 -2.775
H -1.382 3.219 -1.450
O 0.376 -2.334 -1.473
H 0.122 -1.382 -1.537
H 1.218 -2.280 -0.999
O -3.379 -2.214 -0.004
H -3.979 -2.408 0.728
H -2.530 -2.676 0.196
O 2.597 0.497 -2.013
H 2.842 1.394 -2.252
H 1.603 0.497 -2.035
O 3.460 -0.412 0.443
H 4.319 -0.770 0.156
H 3.112 -0.060 -0.420
O -1.040 -3.441 0.585
H -0.637 -3.221 -0.285
H -0.380 -3.126 1.233
O -2.884 0.118 -1.363
H -2.795 -0.251 -2.245
H -3.050 -0.674 -0.804
O 2.472 -2.183 2.178
H 2.749 -1.503 1.526
H 2.853 -1.935 3.023
*
```

Summary:
SMILES	CN[C@H](C)C(N)=O.O.O.O.O.O.O.O
HOMO	-9.23	eV
ΔE to the lowest compared entry with this formula, charge and spin	0.0	kJ/mol
frontier orbital gap	9.6954	eV
E_LUMO	0.5	eV

Number 1: M 175.89 g mol⁻¹. Number 2: M 214.61 g mol⁻¹. Number 3: M 143.32 g mol⁻¹. Number 4: M 88.05 g mol⁻¹. Number 5: M 487.44 g mol⁻¹. Number 6: M 102.11 g mol⁻¹. Number 7: M 863.49 g mol⁻¹. Number 8: M 116.12 g mol⁻¹. Number 9: M 511.83 g mol⁻¹. Number 10: M 512.99 g mol⁻¹. Number 11: M 168.26 g mol⁻¹. Number 12: M 228.24 g mol⁻¹.